# 1
# CH2ClF

The molecule CH2ClF at a distorted geometry (ωB97M-V/def2-TZVPD, the OMol25 dataset).

Properties
Multiplicity: 1
LUMO level, eV: 1.03
Energy relative to the best compared isomer or geometry (same formula, charge and spin), kJ/mol: 32.9
HOMO-LUMO gap, eV: 12.28
Total energy, a.u.: -599.33579

Last column: natural (NBO) charge in e.
Element x y z (Å)
C: -0.080 -0.077 0.013  0.008
F: -0.235 1.284 -0.015  -0.359
Cl: 1.629 -0.442 -0.044  -0.022
H: -0.801 -0.343 -0.912  0.192
H: -0.513 -0.423 0.958  0.182

# 2
# C57H66NO8PS

A 8-piece molecular cluster, C57H66NO8PS overall at a distorted geometry (ωB97M-V/def2-TZVPD, the OMol25 dataset).

Properties
Multiplicity: 1
LUMO level, eV: -0.77
HOMO-LUMO gap, eV: 8.27
Total energy, a.u.: -3607.60674

Last column: Mulliken charge in e.
Element x y z (Å)
C: 6.744 -0.676 3.942  -0.678
O: 5.441 -0.992 3.404  -0.296
C: 5.143 -0.243 2.200  0.650
C: 5.573 -0.963 0.834  -0.451
C: 4.710 -2.255 0.447  -0.417
C: 3.224 -1.950 -0.067  -0.865
C: 2.182 -1.534 1.091  0.820
C: 2.338 -2.346 2.459  -0.411
C: 1.468 -1.784 3.690  -0.939
C: 0.116 -1.034 3.285  0.731
O: -0.682 -1.164 4.533  -0.429
S: -0.979 0.287 5.320  1.106
O: -2.412 0.326 5.737  -0.581
O: -0.055 0.705 6.426  -0.557
O: -0.790 1.253 3.957  -0.471
C: 0.090 0.547 3.011  2.231
C: 1.425 1.409 3.041  -0.250
C: 1.907 2.323 1.868  -0.012
C: 3.196 3.158 1.847  -0.374
N: 4.078 3.143 2.956  -0.542
C: 3.661 2.359 4.058  -0.426
C: 2.419 1.478 4.261  -0.486
P: -0.964 0.699 1.406  0.308
O: -2.173 -0.265 1.419  -0.544
O: -1.604 2.283 1.398  -0.466
O: -0.068 0.423 -0.014  -0.431
H: 6.796 -1.085 5.021  0.244
H: 7.517 -1.241 3.299  0.248
H: 6.978 0.439 4.013  0.271
H: 4.050 0.083 2.242  -0.973
H: 5.770 0.731 2.262  0.548
H: 6.658 -1.334 0.994  0.253
H: 5.621 -0.160 0.015  0.133
H: 4.718 -3.060 1.276  0.183
H: 5.262 -2.754 -0.442  0.212
H: 3.253 -1.076 -0.809  0.135
H: 2.809 -2.859 -0.623  0.282
H: 1.130 -1.780 0.674  0.239
H: 2.229 -0.399 1.189  -0.455
H: 3.421 -2.428 2.843  0.154
H: 1.996 -3.432 2.258  0.365
H: 2.173 -1.195 4.365  0.041
H: 1.150 -2.711 4.304  0.397
H: -0.433 -1.758 2.598  -0.234
H: 1.236 2.376 0.937  -0.068
H: 3.453 3.761 0.913  0.340
H: 4.388 2.367 4.954  0.322
H: 2.218 0.862 5.209  0.319
H: -1.301 2.716 0.565  0.415
H: 0.054 1.254 -0.530  0.379
C: -6.251 -1.587 -1.909  -0.588
C: -4.869 -1.432 -1.877  -0.680
C: -4.240 -1.021 -0.705  -0.084
C: -4.995 -0.774 0.439  -0.340
C: -6.377 -0.933 0.407  -0.463
C: -7.006 -1.335 -0.768  -0.824
H: -6.741 -1.904 -2.824  0.425
H: -4.280 -1.631 -2.767  0.391
H: -3.164 -0.893 -0.681  0.241
H: -4.505 -0.458 1.353  0.505
H: -6.965 -0.742 1.299  0.627
H: -8.084 -1.453 -0.793  0.707
C: 6.639 4.445 -2.202  -0.510
C: 6.100 5.288 -3.169  -0.397
C: 4.803 5.082 -3.628  -0.343
C: 4.040 4.039 -3.112  -0.604
C: 4.577 3.199 -2.142  -0.199
C: 5.878 3.398 -1.689  -0.356
H: 7.651 4.603 -1.846  0.385
H: 6.693 6.105 -3.566  0.341
H: 4.386 5.736 -4.387  0.407
H: 3.026 3.882 -3.466  0.382
H: 3.981 2.386 -1.738  0.533
H: 6.298 2.739 -0.937  0.352
C: 5.670 -4.428 -3.113  -0.212
C: 6.665 -5.341 -3.448  -0.470
C: 7.549 -5.058 -4.485  -0.357
C: 7.443 -3.857 -5.181  -0.370
C: 6.450 -2.943 -4.843  -0.422
C: 5.560 -3.230 -3.812  -0.360
H: 4.978 -4.650 -2.307  0.407
H: 6.751 -6.274 -2.901  0.357
H: 8.320 -5.773 -4.750  0.353
H: 8.135 -3.634 -5.986  0.354
H: 6.369 -2.006 -5.385  0.366
H: 4.783 -2.519 -3.553  0.374
C: -1.543 -3.935 0.637  -0.025
C: -1.572 -4.724 -0.508  -0.634
C: -1.160 -6.051 -0.449  -0.412
C: -0.727 -6.592 0.759  -0.435
C: -0.701 -5.803 1.904  -0.570
C: -1.105 -4.473 1.843  -0.344
H: -1.861 -2.897 0.591  0.404
H: -1.916 -4.303 -1.448  0.429
H: -1.177 -6.665 -1.343  0.381
H: -0.410 -7.629 0.806  0.370
H: -0.365 -6.225 2.846  0.400
H: -1.081 -3.856 2.735  0.501
C: 4.128 10.105 -4.170  -0.509
C: 3.203 10.902 -3.503  -0.360
C: 2.644 10.468 -2.306  -0.355
C: 3.017 9.238 -1.770  -0.542
C: 3.945 8.443 -2.435  -0.124
C: 4.497 8.874 -3.637  -0.177
H: 4.562 10.443 -5.106  0.358
H: 2.918 11.864 -3.918  0.353
H: 1.918 11.087 -1.790  0.357
H: 2.585 8.901 -0.834  0.360
H: 4.237 7.485 -2.016  0.375
H: 5.217 8.251 -4.158  0.270
C: -7.708 -3.092 3.216  -0.335
C: -8.301 -3.629 2.077  -0.241
C: -9.459 -4.393 2.189  -0.560
C: -10.029 -4.612 3.440  -0.330
C: -9.438 -4.072 4.578  -0.373
C: -8.275 -3.315 4.467  -0.465
H: -6.804 -2.499 3.128  0.443
H: -7.860 -3.452 1.102  0.424
H: -9.917 -4.817 1.302  0.365
H: -10.934 -5.204 3.527  0.354
H: -9.884 -4.241 5.553  0.350
H: -7.812 -2.899 5.355  0.371
C: -11.476 1.363 -4.178  -0.398
C: -10.276 1.703 -4.795  -0.313
C: -9.070 1.494 -4.134  -0.563
C: -9.063 0.935 -2.860  -0.129
C: -10.262 0.591 -2.245  -0.429
C: -11.470 0.809 -2.901  -0.378
H: -12.417 1.529 -4.692  0.349
H: -10.282 2.132 -5.792  0.355
H: -8.135 1.765 -4.613  0.359
H: -8.122 0.767 -2.346  0.442
H: -10.257 0.154 -1.251  0.370
H: -12.405 0.546 -2.419  0.359

# 3
# C18H51CuO15

C18H51CuO15 as an isolated structure at a distorted geometry (ωB97M-V/def2-TZVPD, the OMol25 dataset).

Properties
Multiplicity: 2
LUMO level (spin up / spin down), eV: 1.87 / 1.87
Expectation value of S²: 0.7712
Net charge: -1
HOMO-LUMO gap (spin up / spin down), eV: 5.24 / 5.13
Total energy, a.u.: -3485.15224

Last column: Mulliken spin population.
Element x y z (Å)
Cu: -28.694 -8.033 -20.280  0.321
C: -27.616 -5.219 -22.925  -0.007
C: -28.819 -6.163 -23.206  -0.043
O: -29.581 -6.513 -22.012  0.547
H: -26.835 -5.267 -23.684  0.001
H: -27.164 -5.471 -21.967  -0.001
H: -27.966 -4.193 -22.810  0.003
H: -28.227 -7.013 -23.545  0.017
H: -29.393 -5.792 -24.055  0.024
C: -30.468 -8.011 -16.889  -0.001
C: -31.153 -8.156 -18.211  -0.003
O: -30.628 -7.309 -19.205  0.041
H: -30.471 -7.061 -16.354  0.000
H: -29.421 -8.289 -17.005  0.001
H: -30.838 -8.771 -16.201  0.000
H: -32.188 -7.865 -18.032  0.003
H: -31.216 -9.219 -18.440  0.002
C: -25.776 -6.456 -17.597  -0.002
C: -27.196 -6.180 -18.079  0.005
O: -27.547 -6.355 -19.422  0.085
H: -24.986 -6.095 -18.255  0.000
H: -25.514 -7.514 -17.571  0.002
H: -25.681 -6.151 -16.555  -0.001
H: -27.350 -5.110 -17.938  0.003
H: -27.980 -6.404 -17.356  -0.002
C: -29.206 -3.006 -19.208  0.000
C: -27.794 -2.343 -19.377  0.000
O: -27.304 -2.303 -20.783  0.000
O: -29.311 -4.265 -19.861  0.000
H: -30.030 -2.516 -19.727  0.000
H: -29.521 -3.138 -18.172  0.000
H: -27.112 -2.875 -18.714  0.000
H: -27.851 -1.352 -18.925  0.000
H: -27.998 -2.576 -21.387  0.000
H: -28.591 -4.839 -19.588  -0.008
C: -24.143 -9.210 -15.488  0.000
C: -25.627 -9.423 -15.964  0.000
O: -25.736 -9.859 -17.228  0.000
O: -23.325 -10.182 -16.170  0.000
H: -24.035 -9.188 -14.404  0.000
H: -23.565 -8.355 -15.839  0.000
H: -26.290 -8.606 -15.678  0.000
H: -26.028 -10.284 -15.430  0.000
H: -24.847 -10.179 -17.398  0.000
H: -22.505 -10.051 -15.688  0.000
C: -22.852 -2.618 -16.471  0.000
C: -22.847 -3.963 -15.593  0.000
O: -24.239 -4.213 -15.382  0.000
O: -23.010 -2.862 -17.922  0.000
H: -21.871 -2.143 -16.465  0.000
H: -23.462 -1.757 -16.197  0.000
H: -22.314 -3.783 -14.659  0.000
H: -22.347 -4.726 -16.190  0.000
H: -24.690 -4.399 -16.209  0.000
H: -23.783 -2.363 -18.197  0.000
C: -28.201 -10.814 -19.039  -0.001
C: -29.326 -11.109 -20.013  0.002
O: -29.548 -9.994 -20.958  0.005
O: -27.876 -9.438 -18.803  0.005
H: -27.334 -11.177 -19.592  0.000
H: -28.288 -11.334 -18.085  0.000
H: -30.308 -11.297 -19.581  0.000
H: -29.137 -12.103 -20.421  0.000
H: -30.170 -10.260 -21.639  0.002
H: -27.145 -9.369 -18.184  0.002
C: -27.870 -5.052 -14.823  0.000
C: -29.027 -4.222 -15.218  0.000
O: -28.865 -2.844 -15.387  0.000
O: -27.518 -4.778 -13.429  0.000
H: -27.043 -4.720 -15.449  0.000
H: -27.947 -6.127 -14.988  0.000
H: -29.764 -4.302 -14.418  0.000
H: -29.526 -4.613 -16.105  0.000
H: -28.861 -2.427 -14.522  0.000
H: -26.632 -4.419 -13.518  0.000
C: -23.841 -5.878 -20.940  0.000
C: -24.104 -4.373 -20.711  0.000
O: -22.920 -3.668 -21.103  0.000
O: -24.989 -6.606 -21.048  0.002
H: -23.183 -6.332 -20.198  0.000
H: -23.289 -5.915 -21.879  0.000
H: -24.297 -4.328 -19.640  0.000
H: -24.911 -3.935 -21.299  0.000
H: -22.853 -2.950 -20.470  0.000
H: -25.455 -6.341 -20.251  -0.002

# 4
# C6H64ClN2O27

A 28-piece molecular cluster, C6H64ClN2O27 overall at a distorted geometry (ωB97M-V/def2-TZVPD, the OMol25 dataset).

Properties
Multiplicity: 1
LUMO level, eV: -3.95
Net charge: +1
HOMO-LUMO gap, eV: 8.19
Total energy, a.u.: -2867.91648

Last column: Mulliken charge in e.
Element x y z (Å)
C: -2.164 -0.460 -3.676  -1.176
C: -2.526 0.858 -2.882  0.277
C: -1.276 1.706 -2.445  0.308
Cl: -1.326 3.349 -3.231  -0.188
C: 0.063 1.009 -2.637  -0.383
N: 0.714 0.564 -3.717  0.339
C: 1.887 -0.044 -3.303  -0.911
C: 1.940 0.093 -1.867  -0.754
N: 0.766 0.759 -1.526  0.051
H: -1.529 -1.146 -3.071  0.366
H: -1.569 -0.250 -4.594  0.193
H: -3.093 -0.949 -4.007  0.312
H: -3.184 1.453 -3.531  0.159
H: -3.029 0.524 -1.939  -0.163
H: -1.387 1.917 -1.363  0.251
H: 0.326 0.654 -4.652  0.326
H: 2.579 -0.520 -4.027  0.453
H: 2.747 -0.277 -1.228  0.993
H: 0.517 0.991 -0.570  0.346
O: 2.176 -0.610 1.059  -0.669
H: 1.891 -0.051 1.795  0.343
H: 1.606 -0.355 0.339  0.324
O: 1.469 -2.096 3.712  -0.533
H: 2.021 -1.862 4.472  0.276
H: 1.901 -1.670 2.966  0.312
O: -1.137 -0.172 4.116  -0.638
H: -0.227 -0.456 3.988  0.274
H: -1.643 -0.994 4.066  0.234
O: 4.714 2.420 -1.108  -0.634
H: 4.088 1.789 -1.476  0.271
H: 4.505 3.249 -1.560  0.349
O: 7.131 3.614 -2.224  -0.623
H: 6.836 3.172 -3.028  0.322
H: 6.679 3.136 -1.515  0.248
O: -4.827 0.634 -5.116  -0.612
H: -5.450 -0.003 -5.492  0.281
H: -5.046 1.464 -5.558  0.306
O: -5.365 -2.045 -4.229  -0.615
H: -4.947 -2.912 -4.274  0.311
H: -5.192 -1.749 -3.329  0.308
O: -5.918 2.753 -3.392  -0.627
H: -4.999 2.956 -3.188  0.313
H: -5.871 1.962 -3.947  0.385
O: 1.086 -3.213 -2.337  -0.647
H: 1.450 -2.315 -2.348  0.363
H: 1.167 -3.509 -3.252  0.326
O: -3.907 0.419 3.193  -0.622
H: -4.089 1.249 3.654  0.330
H: -2.947 0.312 3.278  0.335
O: -1.903 -2.206 2.334  -0.346
H: -1.888 -1.773 1.470  0.239
H: -1.828 -3.144 2.123  0.247
O: 4.273 -3.974 3.779  -0.633
H: 4.006 -4.788 3.337  0.306
H: 3.467 -3.445 3.802  0.335
O: 2.597 0.028 5.685  -0.581
H: 2.386 0.852 6.148  0.319
H: 3.559 -0.030 5.734  0.299
O: -3.138 -0.011 0.430  -0.603
H: -4.003 -0.114 0.017  0.268
H: -3.312 0.556 1.195  0.307
O: -0.806 -3.636 -0.003  -0.590
H: -0.242 -3.411 0.747  0.313
H: -0.338 -3.272 -0.767  0.256
O: -4.352 -0.684 5.987  -0.628
H: -4.318 -0.200 5.153  0.283
H: -4.290 -1.610 5.717  0.334
O: -3.016 -2.113 8.464  -0.605
H: -3.311 -1.557 9.192  0.298
H: -3.493 -1.775 7.698  0.337
O: 3.483 1.615 -5.601  -0.575
H: 2.805 1.681 -4.923  0.308
H: 3.394 2.442 -6.103  0.362
O: -0.705 5.027 -0.190  -0.595
H: -0.329 5.914 -0.164  0.319
H: -0.624 4.759 -1.111  0.284
O: 4.639 3.808 -7.044  -0.647
H: 5.282 3.124 -7.265  0.326
H: 4.736 4.457 -7.750  0.310
O: 7.632 0.416 -1.294  -0.617
H: 6.959 0.497 -0.609  0.299
H: 7.526 1.216 -1.820  0.353
O: 0.523 1.764 6.699  -0.682
H: 0.285 1.343 5.863  0.307
H: -0.010 1.296 7.353  0.336
O: 6.908 4.022 0.994  -0.602
H: 7.515 4.287 1.694  0.298
H: 7.261 4.450 0.205  0.327
O: -1.415 -4.004 6.314  -0.632
H: -1.703 -3.447 7.049  0.337
H: -1.905 -3.667 5.554  0.293
O: -3.656 -3.827 3.856  -0.547
H: -3.643 -3.398 2.993  0.251
H: -3.594 -4.768 3.657  0.299
O: -6.824 -0.783 2.473  -0.628
H: -5.920 -0.684 2.795  0.302
H: -6.794 -1.573 1.923  0.298
O: 3.348 -1.871 -5.960  -0.636
H: 3.733 -0.984 -5.953  0.291
H: 3.431 -2.152 -6.878  0.314

Q: Which value of total energy does entry 2 give?
A: -3607.60674 a.u.

Q: total energy of number 4 (C6H64ClN2O27)?
A: -2867.91648 a.u.

Q: total energy of number 2 (C57H66NO8PS)?
A: -3607.60674 a.u.